Here is 2 unconnected molecules or ions with the total composition C6H7O5S in a non-equilibrium geometry from the OMol25 dataset. Energies are from ωB97M-V/def2-TZVPD.

The geometry in XYZ format:
```
19
Properties=species:S:1:pos:R:3:forces:R:3
C -0.811280 -3.800013 1.829198 -0.3 0.1 -0.2
C -1.339073 0.384694 -0.230792 -0.4 3.2 -0.7
C 1.315173 -0.661010 1.601778 2.4 -0.1 2.0
C 2.124726 -1.451815 0.579339 -0.7 -1.7 2.0
C -0.142883 -2.339785 1.275433 0.9 -1.9 1.1
C -2.391492 1.048121 -1.218105 0.6 -1.5 -1.4
O -1.967746 -4.008735 1.589097 -1.4 0.2 -0.4
O 0.076991 -4.466385 2.342567 0.9 0.7 0.1
O -0.372567 1.121371 0.168472 -0.9 -0.8 -0.7
O 0.343158 -1.557680 2.186082 -0.7 0.1 -1.0
O -1.676645 -0.739769 0.085298 0.4 -2.5 1.1
S 0.853176 -2.561815 -0.124476 0.0 0.5 0.1
H 2.053366 -0.427721 2.430110 -1.1 0.0 -0.6
H 0.803994 0.225423 1.235270 -0.2 0.0 -0.4
H 2.376553 -0.740352 -0.127923 1.2 1.0 -1.6
H 2.962542 -2.063015 1.088800 -1.2 1.1 -1.2
H -2.237938 2.136640 -1.223535 -0.3 -0.4 -0.5
H -3.406352 0.728684 -0.920822 0.4 0.5 0.2
H -2.296474 0.498167 -2.276846 0.1 1.6 2.0
```
Forces are in eV/Å.

Results
**Charge**: -1
**Highest occupied orbital energy**: -5.15 eV
**Orbital gap**: 8.115 eV

Here are the Löwdin charges for atoms 1 to 4, given in e: atom 1 (C): -0.73, atom 2 (C): -0.73, atom 3 (C): -0.21, atom 4 (C): -0.38



Here is a molecular structure, C26H36AsN5PdSi2 in a non-equilibrium geometry from the OMol25 dataset. Energies are from ωB97M-V/def2-TZVPD.

The geometry in XYZ format:
```
71
Properties=species:S:1:pos:R:3:forces:R:3
Pd -1.263718 -1.359795 -0.165467 -0.3 -0.2 -0.3
C -3.212029 3.485434 5.379060 0.1 0.0 -0.1
C -2.555151 2.432949 4.526005 -0.1 0.0 0.2
C -1.778582 1.422615 5.085879 -0.2 0.2 0.0
C -1.196154 0.455296 4.302065 0.0 0.0 -0.1
C -1.365568 0.422122 2.894240 -0.1 0.2 0.3
N -0.806529 -0.493538 2.109477 0.2 -0.3 -0.9
C -0.543958 -1.752093 2.481021 0.1 -0.3 0.8
C -1.322864 -2.461438 3.436335 0.1 0.2 -0.2
C -0.992152 -3.725440 3.852306 0.2 -0.2 0.0
C 0.122847 -4.388005 3.343323 0.0 -0.1 0.2
C 0.484201 -5.764294 3.829296 0.0 0.1 -0.2
C 0.885428 -3.735245 2.379812 -0.1 0.0 0.0
C 0.577486 -2.457178 1.949810 -0.5 -0.1 0.6
N 1.466067 -1.805889 1.064866 0.8 0.0 0.2
C 2.810642 -1.766960 1.189931 0.4 0.2 -0.2
C 3.285381 -1.021654 0.132614 0.3 -0.1 0.2
C 2.140266 -0.651526 -0.583598 0.1 -0.1 0.2
N 1.064372 -1.132986 -0.000414 -0.6 0.2 -0.3
C -2.095262 1.512315 2.329334 0.3 -0.3 0.7
C -2.674258 2.471123 3.140116 0.1 0.0 0.1
N -2.234360 1.604980 0.938323 -0.7 0.3 -0.6
C -3.260348 2.205303 0.282878 -0.1 -0.1 -0.3
C -2.953630 2.180028 -1.055963 -0.1 0.2 0.1
C -1.709549 1.535782 -1.119618 0.0 0.3 0.2
N -1.297036 1.185769 0.085417 0.7 0.6 -0.2
H -3.171805 3.217482 6.436839 0.0 0.0 0.0
H -4.261817 3.612888 5.101372 0.0 0.1 0.1
H -2.716937 4.454804 5.258407 -0.1 0.1 0.1
H -1.632687 1.405813 6.161044 0.0 0.0 0.1
H -0.583596 -0.314594 4.754267 0.0 0.0 0.0
H -2.209234 -1.976935 3.826287 0.0 0.0 0.0
H -1.617927 -4.230139 4.583936 0.0 0.0 0.0
H -0.049127 -5.986764 4.753477 0.0 -0.1 0.1
H 1.555690 -5.837406 4.020930 0.1 -0.1 0.0
H 0.220012 -6.530215 3.096497 0.0 -0.1 0.0
H 1.749169 -4.229160 1.949816 0.0 0.0 -0.1
H 3.326854 -2.244000 2.002060 -0.1 0.0 0.1
H 4.308598 -0.775536 -0.084445 0.1 0.0 0.0
H 2.062294 -0.076321 -1.486388 -0.1 0.1 -0.1
H -3.225441 3.289117 2.690398 0.0 0.0 -0.1
H -4.147502 2.535148 0.787950 -0.1 0.0 0.1
H -3.553432 2.550799 -1.865993 -0.1 0.0 -0.1
H -1.105343 1.309157 -1.980662 -0.1 -0.2 0.0
C -0.970452 -3.959134 -4.780283 -0.1 0.3 0.4
Si -0.782593 -3.577570 -2.882033 0.7 -1.0 -0.7
C -1.099288 -5.356516 -2.178442 -0.2 0.6 0.1
C 1.153178 -3.500364 -2.709616 -0.6 0.2 0.1
As -2.035805 -1.720018 -2.407304 0.0 -0.3 -0.5
Si -3.316665 -2.486575 -0.426879 -0.3 -0.3 0.7
C -4.826138 -3.301159 -1.353245 0.4 0.3 0.1
C -2.881340 -3.999775 0.713517 0.1 0.4 -0.3
C -4.262410 -1.210116 0.686969 0.2 -0.4 -0.2
H -0.312317 -4.751120 -5.128478 0.2 -0.2 0.0
H -0.769026 -3.067407 -5.369272 0.1 0.2 -0.1
H -1.993180 -4.257126 -4.993235 -0.3 0.0 0.0
H -0.533340 -6.119344 -2.712459 0.2 0.0 -0.2
H -2.150926 -5.618866 -2.251058 -0.3 0.0 0.0
H -0.821583 -5.408443 -1.129912 0.0 0.0 0.3
H 1.669852 -4.262561 -3.293812 -0.1 -0.2 -0.1
H 1.434851 -3.628509 -1.666608 0.1 0.1 0.2
H 1.518902 -2.527277 -3.028901 0.1 0.2 0.0
H -4.466499 -4.130981 -1.955302 0.1 -0.2 -0.2
H -5.294099 -2.588330 -2.026507 -0.1 0.2 -0.2
H -5.581222 -3.685504 -0.669219 -0.2 -0.1 0.3
H -2.754971 -4.890092 0.104672 0.0 -0.2 -0.2
H -3.666319 -4.203253 1.440864 -0.3 0.0 0.1
H -1.953610 -3.838263 1.258219 0.1 0.0 0.0
H -4.626664 -0.386589 0.078090 -0.1 0.2 -0.1
H -3.590835 -0.799670 1.438204 0.1 0.1 0.1
H -5.109383 -1.657970 1.201191 -0.3 -0.2 0.1
```
Forces are in eV/Å.

Results
**Charge**: -2
**Highest occupied orbital energy**: 0.47 eV
**Orbital gap**: 4.131 eV

Here are the Löwdin charges for atoms 1 to 4, given in e: atom 1 (Pd): 0.17, atom 2 (C): -0.09, atom 3 (C): -0.32, atom 4 (C): -0.09